# 1
Density functional theory data (the ωB97M-V functional and the def2-TZVPD basis) for 2 unconnected molecules or ions with the total composition C4H5N3.

Calculated values
* calculated total energy: -8695.3316 eV
* SMILES string: C1=C=NC=NC=1.N
* Kohn-Sham gap: 9.20 eV
* relative energy (zero: lowest compared OMol25 entry of this formula, charge and spin): 432.3 kJ/mol
* HOMO energy: -9.167 eV
* strongest force on any atom: 0.64 eV/Å
* LUMO level: 0.0 eV

ORCA input file:
```
! wB97M-V def2-TZVPD RIJCOSX def2/J DEFGRID3
* xyz 0 1
N -0.191 -1.442 2.329
C -0.255 -0.197 -0.102
C -0.895 -0.130 -1.182
N -0.976 0.460 -2.310
C 0.064 1.364 -2.257
N 0.903 1.526 -1.247
C 0.769 0.757 -0.144
H 0.295 -2.296 2.067
H -0.239 -1.412 3.342
H -1.139 -1.541 1.978
H 0.181 1.986 -3.138
H 1.482 0.925 0.665
*
```

Here is what natural (NBO) gives for the atomic charges, in e: number 1, N, carries -1.06; number 2, C, carries -0.19; number 3, C, carries 0.36; number 4, N, carries -0.45; number 5, C, carries 0.23; number 6, N, carries -0.45; number 7, C, carries 0.07; number 8, H, carries 0.36; number 9, H, carries 0.36; number 10, H, carries 0.36; number 11, H, carries 0.20; number 12, H, carries 0.21


# 2
Density functional theory data (the ωB97M-V functional and the def2-TZVPD basis) for a single C4H5N3 molecule in a non-equilibrium geometry.

Calculated values
* calculated total energy: -8697.2853 eV
* SMILES string: [H]/N=C/C/N=C\C#N
* Kohn-Sham gap: 10.48 eV
* relative energy (zero: lowest compared OMol25 entry of this formula, charge and spin): 243.8 kJ/mol
* HOMO energy: -10.158 eV
* strongest force on any atom: 1.18 eV/Å
* LUMO level: 0.3 eV

ORCA input file:
```
! wB97M-V def2-TZVPD RIJCOSX def2/J DEFGRID3
* xyz 0 1
N 0.399 2.339 -1.036
C 0.103 1.779 -0.066
C -0.276 -1.047 -0.700
C 0.891 -0.826 0.271
N 0.360 -0.120 1.413
C -0.149 1.015 1.160
N -1.344 -0.392 -0.538
H -0.096 -1.730 -1.536
H 1.331 -1.778 0.587
H 1.670 -0.271 -0.278
H -0.829 1.467 1.878
H -2.035 -0.504 -1.269
*
```

Here is what natural (NBO) gives for the atomic charges, in e: number 1, N, carries -0.30; number 2, C, carries 0.21; number 3, C, carries 0.15; number 4, C, carries -0.34; number 5, N, carries -0.34; number 6, C, carries 0.04; number 7, N, carries -0.62; number 8, H, carries 0.17; number 9, H, carries 0.22; number 10, H, carries 0.22; number 11, H, carries 0.22; number 12, H, carries 0.36


# 3
Density functional theory data (the ωB97M-V functional and the def2-TZVPD basis) for a molecular structure, C4H5N3 in a non-equilibrium geometry.

Calculated values
* calculated total energy: -8695.2089 eV
* Kohn-Sham gap: 9.67 eV
* relative energy (zero: lowest compared OMol25 entry of this formula, charge and spin): 444.2 kJ/mol
* HOMO energy: -9.776 eV
* strongest force on any atom: 1.10 eV/Å
* LUMO level: -0.1 eV

ORCA input file:
```
! wB97M-V def2-TZVPD RIJCOSX def2/J DEFGRID3
* xyz 0 1
C 1.031 -0.613 -1.097
N 0.134 0.372 -1.118
C -0.493 0.911 0.860
C -1.921 0.820 0.764
N -3.071 0.746 0.648
C 0.216 -0.062 1.494
N 1.007 -0.961 1.486
H 0.762 -1.607 -1.472
H 1.173 -1.051 0.243
H 2.073 -0.309 -1.209
H -0.799 -0.003 -1.310
H -0.063 1.903 0.849
*
```

Here is what natural (NBO) gives for the atomic charges, in e: number 1, C, carries -0.36; number 2, N, carries -0.52; number 3, C, carries -0.38; number 4, C, carries 0.25; number 5, N, carries -0.28; number 6, C, carries 0.37; number 7, N, carries -0.44; number 8, H, carries 0.21; number 9, H, carries 0.31; number 10, H, carries 0.21; number 11, H, carries 0.35; number 12, H, carries 0.29


# 4
Density functional theory data (the ωB97M-V functional and the def2-TZVPD basis) for a single C4H5N3 molecule in a non-equilibrium geometry.

Calculated values
* calculated total energy: -8693.2308 eV
* Kohn-Sham gap (spin up / spin down): 10.41 / 7.18 eV
* relative energy (zero: lowest compared OMol25 entry of this formula, charge and spin): 635.0 kJ/mol
* HOMO energy (spin up / spin down): -10.264 / -8.465 eV
* strongest force on any atom: 3.20 eV/Å
* LUMO level (spin up / spin down): 0.1 / -1.3 eV

ORCA input file:
```
! wB97M-V def2-TZVPD RIJCOSX def2/J DEFGRID3
* xyz 0 1
C -1.666 -1.165 0.075
C -0.996 0.018 0.005
C 1.336 -0.845 -0.051
C 0.461 0.341 0.011
N -2.955 -0.891 0.112
N -1.890 1.034 -0.085
N -3.062 0.372 -0.020
H 2.422 -1.118 0.319
H 1.060 -1.681 -0.723
H 0.511 1.074 -0.927
H 0.541 0.857 0.977
H -3.884 0.911 -0.031
*
```

Here is what natural (NBO) gives for the atomic charges, in e: number 1, C, carries 0.24; number 2, C, carries 0.00; number 3, C, carries -0.29; number 4, C, carries -0.53; number 5, N, carries -0.29; number 6, N, carries -0.26; number 7, N, carries -0.14; number 8, H, carries 0.20; number 9, H, carries 0.17; number 10, H, carries 0.25; number 11, H, carries 0.24; number 12, H, carries 0.40


# 5
Density functional theory data (the ωB97M-V functional and the def2-TZVPD basis) for a single C4H5N3 molecule in a non-equilibrium geometry.

Calculated values
* calculated total energy: -8697.7689 eV
* SMILES string: CNC(C#N)C#N
* Kohn-Sham gap: 10.87 eV
* relative energy (zero: lowest compared OMol25 entry of this formula, charge and spin): 197.2 kJ/mol
* HOMO energy: -10.284 eV
* strongest force on any atom: 1.23 eV/Å
* LUMO level: 0.6 eV

ORCA input file:
```
! wB97M-V def2-TZVPD RIJCOSX def2/J DEFGRID3
* xyz 0 1
C -1.595 0.204 0.063
N -0.519 -0.666 -0.398
C 0.799 -0.461 0.204
C 1.842 -0.493 -0.841
N 2.626 -0.502 -1.690
C 0.942 0.805 0.968
N 1.020 1.760 1.614
H -1.718 0.110 1.144
H -2.522 -0.135 -0.406
H -1.444 1.267 -0.172
H -0.445 -0.621 -1.406
H 1.015 -1.268 0.920
*
```

Here is what natural (NBO) gives for the atomic charges, in e: number 1, C, carries -0.43; number 2, N, carries -0.59; number 3, C, carries -0.23; number 4, C, carries 0.27; number 5, N, carries -0.26; number 6, C, carries 0.26; number 7, N, carries -0.27; number 8, H, carries 0.21; number 9, H, carries 0.22; number 10, H, carries 0.19; number 11, H, carries 0.38; number 12, H, carries 0.26


# 6
Density functional theory data (the ωB97M-V functional and the def2-TZVPD basis) for a single C4H5N3 molecule in a non-equilibrium geometry.

Calculated values
* calculated total energy: -8696.9561 eV
* SMILES string: Nc1cncnc1
* Kohn-Sham gap: 9.21 eV
* relative energy (zero: lowest compared OMol25 entry of this formula, charge and spin): 275.6 kJ/mol
* HOMO energy: -8.653 eV
* strongest force on any atom: 8.80 eV/Å
* LUMO level: 0.6 eV

ORCA input file:
```
! wB97M-V def2-TZVPD RIJCOSX def2/J DEFGRID3
* xyz 0 1
C -0.120 0.487 -0.413
C 0.571 0.648 0.750
C -0.261 -1.305 1.491
C -0.954 -0.675 -0.399
H 0.197 1.263 -2.407
H 0.953 2.014 -1.088
H 1.305 1.471 0.529
H 0.003 -2.148 2.100
H -1.525 -1.072 -1.371
N 0.231 1.264 -1.437
N 0.619 -0.337 1.648
N -1.019 -1.610 0.597
*
```

Here is what natural (NBO) gives for the atomic charges, in e: number 1, C, carries 0.07; number 2, C, carries 0.04; number 3, C, carries 0.20; number 4, C, carries -0.01; number 5, H, carries 0.41; number 6, H, carries 0.37; number 7, H, carries 0.16; number 8, H, carries 0.16; number 9, H, carries 0.19; number 10, N, carries -0.79; number 11, N, carries -0.41; number 12, N, carries -0.40


> What is the calculated total energy in the fourth record?

-8693.2308 eV